[1]
ORCA calculation (ωB97M-V/def2-TZVPD) on a structure of composition C3H11N2 at a distorted geometry.

## Properties
Energy above the lowest of the compared OMol25 structures with the same formula, charge and spin   1.678 eV
HOMO energy   -14.8 eV
F_max   2.35 eV/Å

Structure (ORCA input):
```
! RIJCOSX wB97M-V def2-TZVPD def2/J DEFGRID3
* xyz 1 1
H 1.89717 -1.08270 -0.51251
H 0.46222 -0.25821 -2.43581
H -1.72691 -0.60037 0.45295
H 1.36755 -1.84109 -2.55008
H -2.24425 1.14306 0.49579
H -1.99418 0.22754 1.97832
C 0.58412 -1.26590 -2.06886
C -1.64182 0.36409 0.95002
H -0.24055 2.54776 1.73673
N -0.18302 0.63841 0.91162
H 0.78389 -2.06801 -0.08191
C 0.26775 1.80462 1.13200
H -0.36583 -1.78276 -2.13871
H 0.56287 -0.18382 0.10166
H 1.15715 2.18962 0.63822
N 0.87997 -1.19276 -0.58787
*
```

Results of the Mulliken charge analysis, in e, for atoms 1 through 4: H 0.375; H 0.294; H 0.308; H 0.343



[2]
ORCA calculation (ωB97M-V/def2-TZVPD) on a cluster of 2 separate species, C3H11N2O in total at a distorted geometry.

## Properties
Energy above the lowest of the compared OMol25 structures with the same formula, charge and spin   3.007 eV
<S²>   0.75
HOMO energy (alpha / beta)   -2.3 / -8.7 eV
F_max   7.91 eV/Å

Structure (ORCA input):
```
! RIJCOSX wB97M-V def2-TZVPD def2/J DEFGRID3
* xyz 0 2
C -0.88962 0.92278 0.65775
H -1.93385 2.73301 0.55998
H 1.94392 -0.66427 -2.06798
N -0.78469 1.31584 2.02584
H -1.20263 2.09989 -1.04504
H 0.74950 -2.16742 0.43797
O -0.14264 -0.00010 0.30472
H -1.40686 1.81266 2.44022
C 1.18807 -1.38977 -1.59524
H 2.34247 -2.61514 -0.09846
H 0.15164 -0.92760 -1.42734
N 1.65103 -1.78888 -0.18739
H 1.98218 -0.96426 0.27049
H 1.11078 -2.33860 -2.37227
C -1.71393 1.87250 -0.07715
H -0.32347 0.57738 2.49350
H -2.72190 1.52194 -0.31959
*
```

Results of the Mulliken charge analysis, in e, for atoms 1 through 4: C 0.498; H 0.317; H 0.346; N -0.502